(1)
{"formula": "C6H12O", "method": "wB97M-V/def2-TZVPD", "symbols": ["C", "C", "C", "O", "C", "C", "C", "H", "H", "H", "H", "H", "H", "H", "H", "H", "H", "H", "H"], "coordinates": [[2.200, -0.687, -0.700], [0.949, 0.188, -0.728], [-0.272, -0.584, -1.370], [-1.424, -0.296, -0.618], [-1.106, 0.646, 0.378], [-2.049, 0.364, 1.533], [0.383, 0.520, 0.667], [2.545, -0.917, -1.714], [1.967, -1.631, -0.197], [3.032, -0.228, -0.157], [1.191, 1.126, -1.249], [-0.572, -0.482, -2.426], [-0.091, -1.652, -1.251], [-1.214, 1.621, -0.118], [-3.089, 0.441, 1.203], [-1.883, 1.062, 2.353], [-1.902, -0.661, 1.908], [0.563, -0.284, 1.390], [0.771, 1.453, 1.094]], "lowdin_charge": [-0.085, -0.318, -0.157, -0.119, -0.421, -0.035, -0.116, 0.079, 0.078, 0.078, 0.137, 0.125, 0.110, 0.148, 0.080, 0.077, 0.090, 0.123, 0.126], "charge": 0, "energy_ev": -8463.760, "orbital_gap_ev": 10.40, "relative_energy_kj_mol": 57.3, "spin_multiplicity": 1}

---

(2)
{"formula": "C6H12O", "method": "wB97M-V/def2-TZVPD", "symbols": ["C", "C", "C", "C", "C", "C", "H", "H", "H", "H", "H", "H", "H", "H", "H", "H", "O", "H", "H"], "coordinates": [[-1.383, -1.945, 1.324], [-0.946, -1.229, 0.289], [0.474, -1.188, -0.169], [0.978, 0.238, -0.064], [1.156, 1.040, -1.108], [1.208, 0.723, 1.346], [-0.811, -2.725, 1.812], [-2.405, -1.821, 1.656], [-1.695, -1.044, -0.478], [0.592, -1.481, -1.218], [1.181, -1.887, 0.294], [1.262, 2.116, -1.095], [1.260, 0.602, -2.095], [0.373, 0.419, 1.979], [1.352, 1.797, 1.448], [2.113, 0.236, 1.698], [-1.590, 2.283, -2.206], [-1.263, 1.382, -2.108], [-1.857, 2.486, -1.304]], "lowdin_charge": [0.011, -0.191, -0.193, -0.377, 0.019, -0.060, 0.064, 0.052, 0.107, 0.111, 0.121, 0.066, 0.065, 0.068, 0.077, 0.083, -0.064, 0.007, 0.035], "charge": 0, "energy_ev": -8462.167, "orbital_gap_ev": 10.35, "relative_energy_kj_mol": 211.0, "spin_multiplicity": 1}

---

(3)
{"formula": "C6H12O", "method": "wB97M-V/def2-TZVPD", "symbols": ["C", "C", "O", "C", "C", "C", "C", "H", "H", "H", "H", "H", "H", "H", "H", "H", "H", "H", "H"], "coordinates": [[2.630, 0.153, -0.046], [1.255, 0.792, 0.100], [0.602, 0.559, 1.224], [-0.481, -0.768, 0.815], [-1.740, -0.881, 1.367], [-0.748, -0.500, -0.602], [-1.642, 0.630, -1.054], [2.572, -0.922, 0.153], [3.322, 0.582, 0.687], [3.044, 0.301, -1.050], [0.561, 0.217, -0.779], [1.213, 1.837, -0.253], [0.181, -1.610, 1.002], [-2.514, -0.154, 1.150], [-1.980, -1.652, 2.096], [-0.691, -1.355, -1.276], [-1.321, 0.980, -2.040], [-2.688, 0.323, -1.142], [-1.575, 1.467, -0.354]], "lowdin_charge": [-0.064, -0.406, -0.130, -0.342, 0.073, -0.143, -0.098, 0.075, 0.077, 0.074, 0.107, 0.129, 0.136, 0.063, 0.065, 0.124, 0.086, 0.081, 0.093], "charge": 0, "energy_ev": -8459.527, "orbital_gap_ev": 8.27, "relative_energy_kj_mol": 465.8, "spin_multiplicity": 1}

---

(4)
{"formula": "C6H12O", "method": "wB97M-V/def2-TZVPD", "symbols": ["C", "C", "C", "C", "C", "C", "O", "H", "H", "H", "H", "H", "H", "H", "H", "H", "H", "H", "H"], "coordinates": [[-1.762, -1.094, -0.040], [-1.488, 0.406, 0.118], [-1.085, 1.212, -1.057], [0.009, 0.973, -0.009], [1.044, -0.162, 0.175], [2.573, -0.187, -0.057], [0.942, -0.536, 1.556], [-1.557, -1.461, -1.055], [-2.806, -1.361, 0.177], [-1.135, -1.656, 0.656], [-2.154, 0.880, 0.843], [-1.086, 0.719, -2.027], [-1.485, 2.226, -1.087], [0.244, 1.837, 0.623], [0.664, -0.963, -0.464], [2.893, 0.021, -1.082], [2.859, -1.226, 0.170], [3.146, 0.430, 0.643], [0.185, -0.057, 1.918]], "lowdin_charge": [-0.075, -0.291, -0.102, -0.147, -0.396, -0.042, -0.065, 0.079, 0.076, 0.068, 0.127, 0.106, 0.103, 0.132, 0.116, 0.073, 0.081, 0.075, 0.082], "charge": 0, "energy_ev": -8462.550, "orbital_gap_ev": 10.84, "relative_energy_kj_mol": 174.1, "spin_multiplicity": 1}

---

(5)
{"formula": "C6H12O", "method": "wB97M-V/def2-TZVPD", "symbols": ["C", "C", "O", "C", "C", "C", "C", "H", "H", "H", "H", "H", "H", "H", "H", "H", "H", "H", "H"], "coordinates": [[-1.087, 1.944, 0.070], [-0.730, 0.505, -0.252], [-1.712, -0.299, -0.381], [0.485, 0.244, -1.160], [1.059, -1.128, -0.763], [0.757, -1.291, 0.715], [0.500, -0.091, 1.366], [-1.307, 2.451, -0.879], [-0.284, 2.495, 0.567], [-1.992, 1.968, 0.681], [-1.311, -1.478, 0.211], [0.161, 0.265, -2.206], [1.231, 1.037, -1.032], [0.569, -1.927, -1.327], [2.134, -1.206, -0.965], [0.998, -2.225, 1.219], [-0.721, -1.943, 0.646], [1.078, 0.784, 1.089], [0.170, -0.105, 2.404]], "lowdin_charge": [-0.029, -0.532, -0.082, -0.143, -0.179, -0.222, -0.056, 0.089, 0.075, 0.088, 0.123, 0.123, 0.113, 0.116, 0.116, 0.108, 0.114, 0.084, 0.093], "charge": 0, "energy_ev": -8460.201, "orbital_gap_ev": 9.27, "relative_energy_kj_mol": 400.7, "spin_multiplicity": 1}

---

(6)
{"formula": "C6H12O", "method": "wB97M-V/def2-TZVPD", "symbols": ["C", "O", "C", "C", "C", "C", "C", "H", "H", "H", "H", "H", "H", "H", "H", "H", "H", "H", "H"], "coordinates": [[2.832, 0.055, -0.130], [1.497, 0.432, -0.337], [0.606, -0.238, 0.527], [-0.808, 0.040, 0.080], [-1.338, 1.414, 0.428], [-1.192, -0.576, -1.234], [-1.766, -1.118, 0.045], [2.964, -1.033, -0.258], [3.188, 0.327, 0.877], [3.437, 0.577, -0.875], [0.807, -1.322, 0.498], [0.761, 0.098, 1.568], [-0.650, 2.191, 0.081], [-1.461, 1.521, 1.512], [-2.313, 1.588, -0.042], [-0.431, -1.159, -1.749], [-1.839, -0.004, -1.895], [-1.422, -2.089, 0.391], [-2.810, -0.913, 0.263]], "lowdin_charge": [-0.122, -0.179, -0.199, -0.479, -0.034, -0.088, -0.091, 0.088, 0.089, 0.089, 0.127, 0.136, 0.085, 0.083, 0.083, 0.107, 0.105, 0.099, 0.102], "charge": 0, "energy_ev": -8462.865, "orbital_gap_ev": 10.86, "relative_energy_kj_mol": 143.7, "spin_multiplicity": 1}

---

(7)
{"formula": "C6H12O", "method": "wB97M-V/def2-TZVPD", "symbols": ["C", "O", "C", "C", "C", "C", "C", "H", "H", "H", "H", "H", "H", "H", "H", "H", "H", "H", "H"], "coordinates": [[2.750, -0.653, -0.044], [1.574, -0.062, -0.617], [1.162, 1.037, -0.034], [-0.152, 1.413, -0.675], [-1.261, 1.175, 0.372], [-1.273, -0.261, 0.909], [-1.462, -1.329, -0.167], [2.451, -1.250, 0.822], [3.439, 0.135, 0.262], [3.188, -1.296, -0.811], [-0.321, -0.432, 1.431], [-0.120, 2.483, -0.909], [-0.362, 0.855, -1.598], [-2.233, 1.425, -0.074], [-1.105, 1.861, 1.213], [-2.059, -0.361, 1.667], [-2.403, -1.177, -0.708], [-0.648, -1.306, -0.899], [-1.484, -2.332, 0.271]], "lowdin_charge": [-0.063, -0.156, -0.048, -0.225, -0.223, -0.271, -0.111, 0.090, 0.083, 0.089, 0.095, 0.107, 0.105, 0.111, 0.108, 0.105, 0.076, 0.057, 0.071], "charge": 0, "energy_ev": -8461.375, "orbital_gap_ev": 9.40, "relative_energy_kj_mol": 287.4, "spin_multiplicity": 1}

---

(8)
{"formula": "C6H12O", "method": "wB97M-V/def2-TZVPD", "symbols": ["C", "C", "C", "O", "C", "C", "C", "H", "H", "H", "H", "H", "H", "H", "H", "H", "H", "H", "H"], "coordinates": [[-2.380, 0.655, 0.243], [-1.205, -0.437, 0.313], [-0.598, -1.256, -0.893], [0.783, -0.892, -1.151], [1.353, -0.388, 0.049], [2.569, 0.549, -0.211], [0.106, 0.321, 0.623], [-3.415, 0.365, 0.532], [-2.470, 1.156, -0.729], [-2.123, 1.442, 0.978], [-1.532, -1.071, 1.160], [-0.576, -2.321, -0.620], [-1.094, -1.032, -1.837], [1.749, -1.218, 0.669], [3.445, 0.039, -0.642], [2.922, 0.983, 0.737], [2.335, 1.383, -0.884], [0.015, 1.201, -0.025], [0.115, 0.521, 1.685]], "lowdin_charge": [-0.068, -0.283, -0.131, -0.132, -0.380, -0.042, -0.144, 0.070, 0.068, 0.068, 0.125, 0.118, 0.118, 0.143, 0.076, 0.079, 0.077, 0.122, 0.116], "charge": 0, "energy_ev": -8463.107, "orbital_gap_ev": 10.75, "relative_energy_kj_mol": 120.3, "spin_multiplicity": 1}